Here is the molecule C6H4O from the Open Molecules 2025 dataset. Energies are from the ωB97M-V functional and the def2-TZVPD basis.

Calculated values
energy above the lowest of the compared OMol25 structures with the same formula, charge and spin: 474.0 kJ/mol
2S+1: 1

Each line ends with the Mulliken charge.
Positions of all 11 atoms, in Å:
C (-2.4009, -0.1669, -0.6952)  -1.211
C (-1.0758, 0.2604, -0.2605)  0.874
C (0.0615, 0.4995, 0.0671)  0.002
C (1.3812, 0.5891, 0.6289)  0.229
O (1.8548, 1.5768, 1.1264)  -0.483
C (1.7531, -1.1706, 0.5710)  -0.592
C (2.8467, -0.5592, 0.5403)  -0.100
H (-2.8249, 0.5284, -1.4244)  0.301
H (-3.0849, -0.2330, 0.1571)  0.296
H (-2.3301, -1.1597, -1.1516)  0.296
H (3.8164, -0.1306, 0.7131)  0.388

***

Here is the molecule C6H4O2S2 in a non-equilibrium geometry from the Open Molecules 2025 dataset. Energies are from the ωB97M-V functional and the def2-TZVPD basis.

Calculated values
energy above the lowest of the compared OMol25 structures with the same formula, charge and spin: 327.4 kJ/mol
SMILES string: O=CC1=CC=C(C=O)SS1
2S+1: 1

Each line ends with the natural charge from an NBO analysis.
Positions of all 14 atoms, in Å:
O (3.4826, 0.7275, -0.7412)  -0.481
C (2.7384, -0.0796, -1.0865)  0.430
C (1.3095, -0.1892, -0.7279)  -0.207
C (0.9062, 0.4295, 0.4228)  -0.158
C (-0.4077, 0.4425, 0.8673)  -0.192
C (-1.4666, -0.1892, 0.3150)  -0.248
C (-2.7910, -0.0501, 1.0189)  0.401
O (-2.9220, 0.5509, 2.0630)  -0.488
S (-1.5710, -1.1024, -1.1552)  0.187
S (0.3096, -1.0519, -1.9731)  0.133
H (2.9840, -0.8881, -1.9999)  0.072
H (1.6192, 0.8932, 0.6758)  0.199
H (-0.5773, 0.8750, 1.7216)  0.226
H (-3.6139, -0.3682, 0.5994)  0.126

***

Here is a cluster of 21 separate species, C6H53BN4O24 in total in a non-equilibrium geometry from the Open Molecules 2025 dataset. Energies are from the ωB97M-V functional and the def2-TZVPD basis.

Calculated values
2S+1: 1

Each line ends with the Mulliken charge.
Positions of all 88 atoms, in Å:
C (-3.1852, -1.1174, 2.7913)  -0.705
O (-3.1445, -0.2228, 1.6101)  0.058
B (-1.8323, 0.2794, 1.5808)  0.252
O (-1.5696, 1.4654, 2.2565)  -0.421
N (-0.7704, -0.4584, 0.7864)  -0.041
C (-0.0208, 0.0971, -0.1464)  -0.466
N (0.9453, -0.7187, -0.8018)  -0.199
C (2.2218, 0.0680, -0.9651)  -0.030
N (3.4206, -0.7266, -0.6761)  -0.627
C (2.2403, 1.3455, -0.0686)  -0.855
C (1.0575, 2.2511, -0.5484)  -0.403
N (-0.2166, 1.4850, -0.3954)  0.858
C (-1.1714, 1.7204, -1.4769)  0.136
O (-1.5339, 2.9051, -1.6255)  -0.598
O (-1.6526, 0.7957, -2.2043)  -0.819
H (-3.2301, -0.4694, 3.6977)  0.260
H (-2.1930, -1.6675, 2.8003)  0.311
H (-4.0456, -1.8166, 2.6914)  0.274
H (-0.6085, 1.6021, 2.1316)  0.258
H (-0.6604, -1.4483, 1.0283)  0.322
H (1.2008, -1.4295, -0.0961)  0.376
H (2.3031, 0.3987, -2.0396)  0.336
H (4.0577, -0.7006, -1.4754)  0.316
H (3.9356, -0.2838, 0.0870)  0.107
H (2.1705, 1.1291, 1.0355)  0.335
H (3.1855, 1.9327, -0.2288)  0.482
H (0.9981, 3.1127, 0.1763)  0.251
H (1.2251, 2.6506, -1.5838)  0.167
O (-2.3437, 0.5348, -5.2313)  -0.627
H (-1.4419, 0.6014, -5.5733)  0.304
H (-2.2613, 0.7798, -4.3001)  0.376
O (5.8634, -0.5867, 1.4221)  -0.545
H (6.7654, -0.5685, 1.0793)  0.273
H (5.9669, -0.4026, 2.3628)  0.290
O (5.5298, -2.2215, 3.5392)  -0.645
H (4.6559, -2.3071, 3.1415)  0.301
H (5.3568, -1.8056, 4.3907)  0.298
O (6.1724, 0.4662, -1.8798)  -0.578
H (6.9646, 0.1175, -2.3050)  0.302
H (6.4959, 1.2007, -1.3463)  0.288
O (-0.2446, 5.6959, -0.7045)  -0.653
H (-0.7301, 4.8795, -0.8876)  0.373
H (-0.6368, 6.0178, 0.1136)  0.303
O (-5.6571, -1.3048, 0.5378)  -0.785
H (-4.9009, -1.0006, 1.0569)  0.401
H (-5.2609, -1.6336, -0.2794)  0.338
O (-4.8872, 0.2998, -2.5871)  -0.639
H (-4.1242, 0.7005, -2.1479)  0.359
H (-4.5167, -0.0815, -3.3929)  0.292
O (7.8014, -2.8098, 0.2119)  -0.622
H (8.2759, -3.5652, 0.5760)  0.296
H (7.2537, -2.5044, 0.9458)  0.325
O (-4.2428, -1.5497, -6.4570)  -0.631
H (-3.7905, -0.8042, -6.0354)  0.334
H (-5.1786, -1.3412, -6.3630)  0.318
O (-5.8110, 0.3066, 3.3734)  -0.618
H (-5.7154, -0.0292, 2.4813)  0.355
H (-5.9734, 1.2453, 3.2468)  0.308
O (-3.1224, 5.1508, -0.4907)  -0.618
H (-3.5536, 5.9510, -0.8107)  0.298
H (-2.9606, 4.6345, -1.2927)  0.312
O (-6.6754, 1.5469, 1.3181)  -0.606
H (-7.0825, 2.3604, 0.9989)  0.281
H (-6.4864, 1.0466, 0.5124)  0.266
O (-0.3534, 3.8257, -4.1274)  -0.662
H (-0.8357, 3.5036, -3.3491)  0.352
H (0.4516, 4.2087, -3.7626)  0.300
O (3.0025, -2.4368, 4.5490)  -0.674
H (3.4775, -3.1986, 4.9168)  0.403
H (2.4570, -2.1298, 5.2814)  0.300
O (-0.5747, 0.8884, -7.4642)  -0.631
H (-1.0361, 1.6572, -7.8188)  0.318
H (-0.3910, 0.3464, -8.2391)  0.299
O (-6.0895, -4.1209, 0.6685)  -0.642
H (-5.9759, -4.4542, -0.2284)  0.306
H (-6.2376, -3.1688, 0.5530)  0.365
O (1.3826, -4.1745, 5.9210)  -0.608
H (1.1394, -3.7378, 5.0962)  0.318
H (0.7534, -4.9010, 5.9978)  0.297
O (4.7771, -3.8635, 6.3668)  -0.606
H (4.2838, -4.1766, 7.1346)  0.293
H (5.6015, -3.5285, 6.7366)  0.299
O (-6.5717, 2.3658, -4.7381)  -0.645
H (-6.2049, 1.6480, -4.2076)  0.341
H (-6.6242, 3.1057, -4.1242)  0.297
O (9.9774, -3.0192, 2.2252)  -0.580
H (10.8779, -3.0015, 1.8818)  0.301
H (10.0815, -2.8365, 3.1657)  0.301

***

Number 1: frontier orbital gap 9.81 eV, LUMO -0.027 eV, HOMO level -9.84 eV. Number 2: frontier orbital gap 6.29 eV, LUMO -1.611 eV, HOMO level -7.90 eV. Number 3: frontier orbital gap 8.59 eV, LUMO -0.838 eV, HOMO level -9.42 eV.